Record 1
ORCA calculation (ωB97M-V/def2-TZVPD) on one molecule with the formula C9H10BrN.

Output
Largest force on an atom = 0.1223 hartree/bohr
Structure (SMILES) = C[C@]12C=CN=C1[C@H](Br)C=CC2
Total energy = -2977.576548 a.u.

```
! RIJCOSX wB97M-V def2-TZVPD def2/J DEFGRID3
* xyz 0 1
C -1.0186 0.4628 -1.4561
C 0.1489 -0.1336 -0.7247
C 0.5679 -1.3583 -1.5954
C 0.2614 -2.4414 -0.8863
N -0.1633 -2.1389 0.3894
C -0.3003 -0.8887 0.4150
C -0.7591 0.0282 2.0130
Br -2.5413 0.9119 1.6905
C 0.2355 1.0108 2.0986
C 1.0526 1.4104 1.0871
C 1.2345 0.8633 -0.2617
H -1.3025 1.5711 -1.0831
H -1.8852 -0.2861 -1.3612
H -0.9574 0.6023 -2.5236
H 0.6511 -1.3416 -2.6309
H 0.3414 -3.4656 -1.1914
H -0.9406 -0.6356 2.9851
H 0.0478 1.6887 3.0365
H 1.7216 2.1546 1.2668
H 1.4064 1.6578 -0.9682
H 2.1990 0.3279 -0.2994
*
```



Record 2
ORCA calculation (ωB97M-V/def2-TZVPD) on one molecule with the formula C3H4N2S.

Output
Largest force on an atom = 0.0493 hartree/bohr
Structure (SMILES) = N#CCNC=S
Total energy = -624.373192 a.u.

```
! RIJCOSX wB97M-V def2-TZVPD def2/J DEFGRID3
* xyz 0 1
N 1.1592 -2.2761 -1.0251
C 0.5415 -1.6213 -0.2946
C -0.2171 -0.7676 0.6079
N -0.6838 0.4471 -0.0229
C 0.2110 1.4345 -0.3581
S -0.0686 2.9149 -1.0590
H 0.4534 -0.4899 1.4506
H -1.0565 -1.3930 1.0138
H -1.5943 0.8131 -0.0420
H 1.2553 0.9382 -0.2705
*
```